[1]
Here is C5H6O in the gas phase from the OMol25 dataset. Energies are from the ωB97M-V functional and the def2-TZVPD basis.

## Properties
LUMO level (alpha / beta) = -0.602 / -0.601 eV
HOMO-LUMO gap (alpha / beta) = 8.479 / 8.482 eV
Charge = 0
Energy above the lowest of the compared OMol25 structures with the same formula, charge and spin = 415.57 kJ/mol

Atoms and positions in Å:
O: -1.482 1.596 0.962
C: -0.833 0.905 0.191
C: -1.317 0.072 -0.857
C: 0.208 -0.843 0.671
C: 1.321 -0.503 -0.229
C: 0.603 0.544 0.583
H: -2.329 0.302 -1.231
H: -0.661 -0.396 -1.573
H: -0.071 -1.590 1.409
H: 1.181 -0.598 -1.304
H: 2.346 -0.722 0.080
H: 1.033 1.234 1.298

---

[2]
Here is a molecular structure, C32H34GeN8O2Ti from the OMol25 dataset. Energies are from the ωB97M-V functional and the def2-TZVPD basis.

## Properties
LUMO level (alpha / beta) = -3.888 / -4.206 eV
HOMO-LUMO gap (alpha / beta) = 6.191 / 6.409 eV
2S+1 = 2
Charge = +1
Expectation value of S² = 0.756
Energy above the lowest of the compared OMol25 structures with the same formula, charge and spin = 47.58 kJ/mol

Atoms and positions in Å:
Ti: 0.733 0.723 -0.963
N: -0.077 0.752 -3.111
C: 0.906 0.077 -3.966
C: 1.066 -1.331 -3.434
N: 1.301 -1.309 -1.967
C: 2.644 -1.794 -1.571
C: 3.582 -0.617 -1.429
N: 2.955 0.279 -0.453
H: -0.105 1.749 -3.303
H: -1.012 0.385 -3.266
H: 0.609 0.053 -5.018
H: 1.836 0.642 -3.890
H: 0.154 -1.903 -3.620
H: 1.875 -1.854 -3.946
H: 0.632 -1.948 -1.544
H: 2.539 -2.303 -0.609
H: 3.015 -2.528 -2.290
H: 4.580 -0.941 -1.127
H: 3.676 -0.078 -2.374
H: 3.037 -0.111 0.483
H: 3.409 1.186 -0.442
O: 1.664 2.154 -1.876
C: 1.921 3.440 -1.634
C: 2.282 4.267 -2.700
C: 2.553 5.605 -2.480
C: 2.481 6.156 -1.206
C: 2.143 5.346 -0.143
C: 1.856 3.986 -0.335
C: 1.555 3.185 0.824
N: 1.175 1.962 0.751
N: 0.995 1.334 1.981
C: 0.624 0.111 1.806
O: 0.462 -0.444 0.611
C: 0.390 -0.739 2.993
C: 0.760 -2.080 2.980
C: 0.524 -2.873 4.093
C: -0.084 -2.325 5.214
C: -0.444 -0.985 5.229
C: -0.205 -0.184 4.123
H: 2.346 3.839 -3.691
H: 2.828 6.232 -3.319
H: 2.694 7.204 -1.049
H: 2.091 5.750 0.860
H: 1.658 3.622 1.815
H: 1.244 -2.496 2.104
H: 0.821 -3.914 4.091
H: -0.271 -2.944 6.082
H: -0.918 -0.560 6.104
H: -0.501 0.858 4.115
N: -1.020 1.729 -0.687
C: -1.657 2.378 0.069
N: -2.379 3.083 0.814
C: -2.300 2.924 2.130
N: -2.269 2.818 3.278
Ge: -1.989 -0.794 -0.760
C: -3.030 -0.376 0.780
C: -2.848 -0.992 2.018
C: -3.694 -0.701 3.072
C: -4.738 0.198 2.897
C: -4.945 0.799 1.665
C: -4.094 0.516 0.610
C: -1.423 -2.624 -1.028
C: -0.807 -3.395 -0.038
C: -0.473 -4.716 -0.283
C: -0.751 -5.287 -1.520
C: -1.369 -4.539 -2.510
C: -1.698 -3.213 -2.265
H: -2.641 -0.288 -2.061
H: -2.047 -1.703 2.171
H: -3.536 -1.171 4.033
H: -5.392 0.433 3.726
H: -5.760 1.497 1.530
H: -4.259 0.998 -0.347
H: -0.588 -2.958 0.927
H: -0.006 -5.307 0.493
H: -0.492 -6.320 -1.709
H: -1.599 -4.987 -3.467
H: -2.193 -2.639 -3.043

---

[3]
Here is a molecular structure, C9H18F3N2O10P2Rb at a distorted geometry from the OMol25 dataset. Energies are from the ωB97M-V functional and the def2-TZVPD basis.

## Properties
LUMO level = 3.829 eV
HOMO-LUMO gap = 6.023 eV
Charge = -2

Atoms and positions in Å:
Rb: 0.089 -1.817 -0.403
C: -2.250 4.157 -2.044
N: -1.877 2.844 -2.510
C: -2.479 2.417 -3.753
C: -1.157 1.925 -1.793
O: -0.896 0.839 -2.245
C: -0.634 2.385 -0.438
O: -0.593 1.285 0.427
C: 0.265 1.533 1.505
C: 0.445 0.260 2.317
O: -0.273 -0.705 2.182
N: 1.433 0.315 3.246
C: 1.945 -0.932 3.767
C: 2.260 1.479 3.471
H: -2.628 4.730 -2.890
H: -1.389 4.686 -1.636
H: -3.038 4.112 -1.283
H: -2.114 3.027 -4.584
H: -3.568 2.492 -3.695
H: -2.199 1.377 -3.914
H: -1.243 3.181 0.019
H: 0.383 2.769 -0.612
H: -0.150 2.339 2.145
H: 1.244 1.844 1.133
H: 1.342 -1.743 3.361
H: 1.894 -0.939 4.859
H: 2.977 -1.069 3.444
H: 1.644 2.377 3.506
H: 3.022 1.598 2.698
H: 2.755 1.363 4.436
O: -1.025 -4.002 -2.690
P: -2.153 -3.980 -1.536
O: -3.358 -4.740 -1.958
O: -2.299 -2.603 -0.981
O: -1.390 -4.921 -0.356
P: 0.189 -4.908 -0.038
O: 0.523 -6.514 -0.282
O: 0.424 -4.596 1.398
O: 0.969 -4.153 -1.073
H: -0.245 -4.042 -2.085
H: -0.117 -6.978 0.253
F: 3.453 0.355 0.832
C: 2.937 0.540 -0.486
F: 2.772 1.979 -0.470
F: 4.108 0.432 -1.245

---

[4]
Here is 3 unconnected molecules or ions with the total composition C2H8O4 at a distorted geometry from the OMol25 dataset. Energies are from the ωB97M-V functional and the def2-TZVPD basis.

## Properties
Structure (SMILES) = CC(=O)O.O.O
LUMO level = 0.753 eV
HOMO-LUMO gap = 11.445 eV
Charge = 0
Energy above the lowest of the compared OMol25 structures with the same formula, charge and spin = 135.82 kJ/mol

Atoms and positions in Å:
C: -0.807 0.440 1.730
C: 0.621 0.524 1.226
O: 1.300 -0.486 1.282
O: 1.127 1.732 0.744
H: -1.541 -0.207 1.122
H: -1.338 1.443 2.176
H: -0.644 -0.051 2.677
H: 1.978 1.396 0.528
O: 3.329 -0.083 -0.542
H: 3.730 -0.691 -1.237
H: 2.635 -0.760 -0.300
O: -3.154 -0.997 -2.988
H: -3.940 -0.464 -2.943
H: -3.298 -1.797 -3.474

---

[5]
Here is C2H5NO in the gas phase at a distorted geometry from the OMol25 dataset. Energies are from the ωB97M-V functional and the def2-TZVPD basis.

## Properties
Structure (SMILES) = CC(N)=O
LUMO level = 0.887 eV
HOMO-LUMO gap = 10.590 eV
Charge = 0
Energy above the lowest of the compared OMol25 structures with the same formula, charge and spin = 52.67 kJ/mol

Atoms and positions in Å:
C: 1.172 -0.098 -0.116
C: -0.243 -0.068 0.483
N: -1.281 0.366 -0.304
O: -0.315 -0.178 1.691
H: 1.273 -0.954 -0.802
H: 1.977 -0.187 0.587
H: 1.071 0.797 -0.746
H: -2.084 0.545 0.282
H: -1.571 -0.222 -1.074

---

[6]
Here is a gas-phase ion, CH3N2O (charge +1) at a distorted geometry from the OMol25 dataset. Energies are from the ωB97M-V functional and the def2-TZVPD basis.

## Properties
Structure (SMILES) = O=[N+]1CN1
LUMO level (alpha / beta) = -7.378 / -7.378 eV
HOMO-LUMO gap (alpha / beta) = 10.426 / 10.426 eV
Charge = +1
Energy above the lowest of the compared OMol25 structures with the same formula, charge and spin = 516.27 kJ/mol

Atoms and positions in Å:
O: -1.531 0.698 1.262
N: -0.667 0.277 0.393
C: 0.783 0.148 0.029
N: -0.425 -0.292 -0.698
H: 1.368 -0.755 0.346
H: 1.472 0.942 -0.268
H: -0.999 -1.019 -1.063

---

[7]
Here is 7 unconnected molecules or ions with the total composition C17H36N2O27S6 at a distorted geometry from the OMol25 dataset. Energies are from the ωB97M-V functional and the def2-TZVPD basis.

## Properties
Structure (SMILES) = NCCCCOC(=O)ON.O=S1(=O)OCCO1.O=S1(=O)OCCO1.O=S1(=O)OCCO1.O=S1(=O)OCCO1.O=S1(=O)OCCO1.O=S1(=O)OCCO1
LUMO level = 0.237 eV
HOMO-LUMO gap = 8.470 eV
Charge = 0

Atoms and positions in Å:
N: -2.255 0.829 0.451
C: -1.820 0.082 1.636
C: -1.172 -1.273 1.297
C: 0.358 -1.270 0.890
C: 0.957 0.076 0.457
O: 0.462 0.578 -0.810
C: 0.651 -0.237 -1.816
O: 1.495 -1.065 -1.914
O: -0.245 -0.033 -2.853
N: 0.382 0.662 -3.910
H: -2.698 0.196 -0.199
H: -2.847 1.613 0.689
H: -2.735 -0.156 2.231
H: -1.209 0.687 2.311
H: -1.236 -1.884 2.215
H: -1.733 -1.831 0.529
H: 0.484 -2.054 0.130
H: 0.942 -1.602 1.761
H: 2.053 -0.066 0.412
H: 0.811 0.893 1.188
H: 1.173 1.210 -3.575
H: 0.775 -0.052 -4.523
O: -4.674 -0.115 -0.935
S: -5.837 0.580 -1.354
O: -7.126 0.302 -0.824
O: -5.911 0.514 -2.957
C: -5.929 1.843 -3.501
C: -5.173 2.683 -2.494
O: -5.563 2.157 -1.219
H: -6.969 2.165 -3.585
H: -5.465 1.858 -4.484
H: -5.420 3.740 -2.564
H: -4.093 2.554 -2.598
O: 0.623 0.261 3.383
S: 1.540 1.271 3.768
O: 2.537 1.775 2.892
O: 2.229 0.811 5.139
C: 1.989 1.791 6.154
C: 0.668 2.428 5.779
O: 0.701 2.514 4.350
H: 2.805 2.518 6.126
H: 1.957 1.322 7.133
H: 0.539 3.414 6.218
H: -0.172 1.790 6.063
O: 6.342 -5.490 -3.719
S: 5.967 -4.124 -3.679
O: 6.924 -3.079 -3.572
O: 4.861 -3.936 -2.531
C: 3.661 -3.386 -3.094
C: 3.649 -3.867 -4.529
O: 5.020 -3.810 -4.942
H: 3.726 -2.298 -3.040
H: 2.791 -3.722 -2.536
H: 3.029 -3.247 -5.170
H: 3.317 -4.906 -4.598
O: 10.452 1.411 -6.573
S: 10.351 1.234 -5.168
O: 11.125 1.991 -4.251
O: 10.539 -0.331 -4.844
C: 9.385 -0.826 -4.152
C: 8.240 0.040 -4.629
O: 8.803 1.353 -4.743
H: 9.554 -0.706 -3.080
H: 9.229 -1.877 -4.378
H: 7.402 0.040 -3.937
H: 7.894 -0.270 -5.618
O: -8.940 5.826 -1.834
S: -9.123 4.554 -2.434
O: -8.713 4.276 -3.766
O: -10.666 4.135 -2.264
C: -10.756 2.889 -1.562
C: -9.529 2.849 -0.676
O: -8.492 3.432 -1.472
H: -10.741 2.081 -2.297
H: -11.681 2.841 -0.991
H: -9.260 1.838 -0.379
H: -9.661 3.467 0.215
O: 1.984 -1.066 6.252
S: 0.912 -1.446 7.101
O: -0.082 -0.518 7.516
O: 1.524 -2.170 8.404
C: 0.984 -3.490 8.525
C: 0.672 -3.916 7.105
O: 0.179 -2.730 6.472
H: 0.076 -3.434 9.131
H: 1.700 -4.150 9.009
H: -0.070 -4.709 7.062
H: 1.574 -4.233 6.578

---

[8]
Here is C5H5N in the gas phase at a distorted geometry from the OMol25 dataset. Energies are from the ωB97M-V functional and the def2-TZVPD basis.

## Properties
Structure (SMILES) = C=C=C(C)C#N
LUMO level = 0.659 eV
HOMO-LUMO gap = 10.616 eV
Charge = 0
Energy above the lowest of the compared OMol25 structures with the same formula, charge and spin = 186.19 kJ/mol

Atoms and positions in Å:
C: 2.001 -0.637 0.715
C: 0.926 -0.109 0.222
C: -0.266 0.354 -0.055
C: -1.347 -0.502 -0.656
C: -0.500 1.763 0.102
N: -0.698 2.901 0.178
H: 1.865 -0.906 1.757
H: 2.932 -0.786 0.175
H: -1.067 -1.558 -0.607
H: -2.301 -0.357 -0.143
H: -1.460 -0.212 -1.703

---

no.,energy (a.u.),M (g mol⁻¹)
1,-269.1880,82.1
2,-4754.6209,683.2
3,-2222.3991,518.7
4,-381.9462,96.1
5,-209.2023,59.1
6,-224.1500,59.0
7,-5199.2527,892.9
8,-248.2041,79.1